[1]
Molecular formula: C21H27N6O4
Method: DFT, wB97M-V/def2-TZVPD

```
! wB97M-V def2-TZVPD RIJCOSX def2/J DEFGRID3
* xyz 1 1
C 3.748 -2.840 -0.919
O 2.438 -2.918 -1.443
C 1.727 -4.048 -0.984
C 0.536 -4.292 -1.909
N -0.653 -3.561 -1.564
N -1.835 -4.188 -1.532
N -2.732 -3.338 -1.295
N -2.214 -2.128 -1.152
C -0.911 -2.254 -1.313
C 0.044 -1.118 -1.215
C 0.686 -1.014 0.149
C 0.063 -1.506 1.290
C 0.664 -1.410 2.531
C 1.916 -0.805 2.658
O 2.594 -0.659 3.804
C 2.037 -1.138 5.011
C 2.542 -0.308 1.506
C 1.939 -0.415 0.276
N -0.725 0.143 -1.563
C -1.578 0.648 -0.456
C -2.424 1.825 -0.953
N -1.569 2.866 -1.459
C -1.210 4.045 -0.835
O -0.202 4.628 -1.188
C -2.070 4.614 0.197
C -1.838 5.795 0.865
C -2.942 5.997 1.715
C -3.771 4.935 1.509
O -3.259 4.093 0.601
C -0.722 2.401 -2.531
C 0.145 1.234 -2.060
H 4.212 -1.968 -1.372
H 3.730 -2.725 0.169
H 4.325 -3.733 -1.177
H 1.399 -3.901 0.056
H 2.375 -4.933 -1.019
H 0.836 -4.030 -2.929
H 0.242 -5.343 -1.885
H 0.836 -1.246 -1.962
H -0.907 -1.977 1.223
H 0.152 -1.810 3.390
H 1.883 -2.220 4.978
H 1.093 -0.637 5.242
H 2.768 -0.903 5.782
H 3.511 0.152 1.612
H 2.455 -0.050 -0.599
H -1.378 -0.112 -2.315
H -2.226 -0.167 -0.129
H -0.927 0.963 0.361
H -3.037 2.194 -0.135
H -3.094 1.488 -1.753
H -0.980 6.423 0.740
H -3.101 6.818 2.382
H -4.720 4.674 1.934
H -0.081 3.233 -2.833
H -1.345 2.098 -3.380
H 0.763 0.866 -2.880
H 0.788 1.561 -1.240
*
```

Output
**Structure (SMILES)**: COCCn1nnnc1[C@H](c1ccc(OC)cc1)[NH+]1CCN(C(=O)c2ccco2)CC1
**HOMO**: -11.4762 eV

[2]
Molecular formula: C32H60Cl8N4O16
Method: DFT, wB97M-V/def2-TZVPD

```
! wB97M-V def2-TZVPD RIJCOSX def2/J DEFGRID3
* xyz 0 1
O -2.819 1.085 -3.657
C -3.183 2.086 -4.203
O -2.717 2.792 -5.201
C -3.393 4.063 -5.252
C -4.736 3.784 -4.675
O -4.328 2.679 -3.789
H -2.794 4.796 -4.713
H -3.608 4.426 -6.257
H -5.286 3.261 -5.458
H -5.212 4.712 -4.356
O 1.517 -4.532 1.741
C 1.592 -5.628 1.216
O 2.256 -5.873 0.109
C 2.030 -7.262 -0.231
C 0.889 -7.747 0.644
O 0.921 -6.758 1.620
H 1.734 -7.276 -1.280
H 2.760 -8.005 0.093
H 1.000 -8.790 0.941
H -0.035 -7.696 0.069
O 5.754 -2.466 -3.655
C 5.331 -2.437 -2.520
O 4.301 -1.845 -2.128
C 4.280 -1.807 -0.733
C 5.201 -2.958 -0.345
O 6.001 -2.996 -1.516
H 4.672 -0.875 -0.325
H 3.320 -2.032 -0.268
H 4.658 -3.867 -0.088
H 5.714 -2.592 0.544
O -0.480 4.518 1.122
C -0.700 4.949 -0.031
O -0.702 6.193 -0.413
C -0.886 6.288 -1.746
C -1.315 4.939 -2.229
O -1.078 4.175 -1.035
H -1.661 6.942 -2.146
H 0.050 6.519 -2.254
H -0.638 4.582 -3.005
H -2.310 5.105 -2.641
C 4.197 1.770 -3.100
N 2.814 1.370 -3.391
C 2.463 0.500 -4.337
C 1.021 0.133 -4.299
O 3.190 -0.015 -5.166
H 4.916 2.074 -3.861
H 4.643 1.060 -2.404
H 4.167 2.612 -2.409
H 2.173 1.522 -2.624
H 0.659 -0.099 -3.298
H 0.942 -0.819 -4.824
H 0.431 0.846 -4.875
C -2.705 2.912 3.326
N -1.328 3.026 3.636
C -0.722 3.407 4.807
C 0.725 3.352 4.909
O -1.361 3.757 5.912
H -2.809 2.075 2.634
H -3.100 3.852 2.941
H -3.291 2.566 4.177
H -0.752 2.705 2.871
H 1.108 3.448 3.893
H 1.144 2.548 5.513
H 1.099 4.276 5.351
C -1.553 -2.184 -4.442
N -0.462 -3.035 -3.950
C 0.053 -3.020 -2.724
C 0.746 -4.269 -2.333
O 0.059 -1.999 -2.014
H -1.307 -1.784 -5.425
H -1.545 -1.300 -3.804
H -2.537 -2.648 -4.504
H -0.189 -3.791 -4.562
H 0.493 -5.259 -2.714
H 0.670 -4.222 -1.247
H 1.827 -4.151 -2.407
C 0.739 -1.497 1.533
N 0.100 -0.738 0.419
C -0.892 0.095 0.597
C -1.479 0.728 -0.617
O -1.239 0.418 1.743
H 1.396 -2.193 1.011
H -0.089 -2.026 2.005
H 1.186 -0.963 2.371
H 0.086 -1.007 -0.554
H -1.360 -0.009 -1.411
H -0.970 1.670 -0.817
H -2.526 1.015 -0.523
Cl -2.667 -2.897 -0.600
C -3.414 -2.106 0.765
C -4.129 -3.031 1.682
Cl -5.466 -3.908 0.945
H -4.167 -1.371 0.480
H -2.663 -1.601 1.374
H -4.637 -2.427 2.434
H -3.532 -3.715 2.285
Cl 4.415 -0.291 2.412
C 3.421 0.752 3.412
C 4.343 1.873 4.012
Cl 5.071 3.018 2.731
H 3.034 0.080 4.179
H 2.630 1.115 2.756
H 5.165 1.331 4.479
H 3.832 2.520 4.725
Cl 1.376 -1.937 5.187
C 1.172 -1.333 6.803
C 1.378 -2.453 7.838
Cl 1.018 -1.860 9.407
H 0.110 -1.089 6.779
H 1.780 -0.430 6.851
H 2.452 -2.636 7.892
H 0.904 -3.393 7.557
Cl -4.520 5.165 0.529
C -4.399 3.617 -0.301
C -5.136 2.544 0.449
Cl -5.219 0.945 -0.341
H -3.359 3.481 -0.595
H -4.991 3.707 -1.213
H -6.126 2.884 0.754
H -4.608 2.290 1.368
*
```

Output
**Structure (SMILES)**: O=C1OCCO1.O=C1OCCO1.O=C1OCCO1.O=C1OCCO1.CNC(C)=O.CNC(C)=O.CNC(C)=O.CNC(C)=O.ClCCCl.ClCCCl.ClCCCl.ClCCCl
**HOMO**: -8.5954 eV

[3]
Molecular formula: C2H5FOS2
Method: DFT, wB97M-V/def2-TZVPD

```
! wB97M-V def2-TZVPD RIJCOSX def2/J DEFGRID3
* xyz 0 1
C 1.204 0.855 0.063
C -0.929 0.209 -0.728
O -0.072 1.160 -0.499
F -1.426 -2.073 1.569
S -0.539 -1.415 -1.281
S -1.878 -0.462 1.674
H 1.829 1.757 0.319
H 1.887 0.340 -0.528
H 1.176 0.150 0.887
H -1.981 0.662 -0.876
H 0.729 -1.184 -0.601
*
```

Output
**HOMO (alpha / beta)**: -7.9986 / -7.9996 eV